[1]
{"formula": "C5H4N4", "method": "ωB97M-V/def2-TZVPD", "homo_energy_ev": -10.5, "spin_multiplicity": 1, "elements": ["C", "C", "C", "C", "C", "H", "H", "H", "H", "N", "N", "N", "N"], "positions_angstrom": [[2.397531, -0.988983, 0.014621], [0.531978, 0.546054, -0.093654], [-1.311697, 1.537161, 0.073836], [-1.536829, 0.030053, 0.177979], [-2.838865, -0.485045, 0.012445], [3.507777, -0.805645, -0.333248], [1.813935, -1.426868, -0.739914], [2.236828, -1.417788, 1.032007], [-2.153963, 2.137303, -0.044487], [1.807325, 0.345748, 0.055982], [-0.118470, 1.800910, -0.049348], [-0.379900, -0.494558, -0.048661], [-3.955644, -0.778342, -0.057563]], "forces_ev_per_angstrom": [[1.3, 2.2, 0.3], [3.1, -0.8, 1.6], [-2.6, -2.3, 0.4], [2.1, 1.7, -1.8], [-1.4, -1.1, 0.7], [-2.2, -0.8, 1.1], [-0.3, -1.8, -0.8], [0.6, -0.1, -0.9], [-1.0, 1.6, 0.3], [-1.9, 2.0, -0.4], [3.1, 1.2, -0.6], [-1.8, -2.0, 0.3], [1.0, 0.2, -0.1]]}



[2]
{"formula": "C14H14N2O3SSn", "method": "ωB97M-V/def2-TZVPD", "homo_energy_ev": [2.0, 2.0], "spin_multiplicity": 1, "total_charge": -2, "elements": ["C", "C", "C", "C", "C", "Sn", "N", "C", "C", "H", "H", "H", "H", "H", "H", "H", "H", "H", "H", "O", "C", "N", "S", "O", "O", "C", "C", "C", "C", "C", "C", "H", "H", "H", "H"], "positions_angstrom": [[-0.437304, 1.579060, -2.590464], [0.805613, 1.052593, -2.142730], [0.839213, 1.200088, -0.764548], [-0.358022, 1.893095, -0.323141], [-1.182314, 2.016617, -1.505437], [-0.942285, -0.377285, 0.221127], [-3.151700, -0.373453, 0.699802], [0.512722, -2.017848, -0.488429], [1.861306, -1.792875, -0.611911], [1.612844, 0.886240, -0.101116], [1.601536, 0.652873, -2.747002], [-0.533747, 2.366971, 0.643154], [-2.152917, 2.468249, -1.536979], [-0.716690, 1.716825, -3.606902], [2.263425, -1.689447, -1.647710], [0.081384, -2.605786, 0.319503], [-2.954890, -1.274323, 1.266837], [2.392813, -2.060099, 0.325202], [-0.354204, -1.690467, -1.260911], [0.881281, -2.456126, 2.480514], [0.451840, -1.394067, 2.935979], [-0.064481, -0.321898, 2.182727], [-0.697976, 0.963529, 3.006488], [0.132535, 2.129951, 2.796313], [-2.097107, 1.059335, 2.735308], [-0.386816, 0.195054, 4.500924], [-0.867017, 0.682027, 5.706451], [-0.608705, -0.082827, 6.846098], [0.089418, -1.304118, 6.727979], [0.512468, -1.791178, 5.484501], [0.277626, -1.013005, 4.347874], [-1.416810, 1.621582, 5.714817], [-0.965729, 0.280924, 7.817485], [0.283411, -1.879482, 7.638211], [1.013878, -2.756829, 5.375685]], "forces_ev_per_angstrom": [[0.3, -0.2, 0.4], [-0.5, 0.5, 0.2], [-0.2, 1.4, 0.3], [-0.4, -0.4, -0.9], [1.1, 0.7, 0.7], [-4.6, 1.0, -0.2], [2.6, -1.5, -0.2], [-2.6, -0.2, -2.1], [0.6, -0.6, -0.2], [0.6, -0.2, 0.2], [0.0, -0.3, -0.1], [0.1, -0.3, -0.4], [-0.3, 0.1, 0.0], [-0.3, -0.2, -0.8], [0.2, 0.1, 1.3], [0.0, -0.2, -0.3], [-0.7, 1.0, -0.5], [0.4, 0.4, -1.1], [2.8, -2.3, 0.3], [-0.3, 1.2, 1.2], [-0.6, 1.1, -2.3], [1.0, -0.5, 1.0], [0.8, -1.0, -1.8], [-0.1, -0.1, 0.7], [0.2, 0.7, 1.0], [-0.2, 0.2, 1.9], [0.5, -0.5, 0.2], [0.1, -0.1, -0.1], [-0.1, 0.3, 0.1], [0.0, 0.3, 0.1], [-0.4, -0.4, 1.7], [0.1, -0.2, 0.2], [0.2, -0.3, -0.3], [-0.1, 0.1, -0.3], [-0.2, 0.3, 0.1]]}



[3]
{"formula": "C5H10NO2", "method": "ωB97M-V/def2-TZVPD", "homo_energy_ev": [-9.9, -9.8], "spin_multiplicity": 2, "elements": ["C", "N", "C", "C", "C", "C", "O", "O", "H", "H", "H", "H", "H", "H", "H", "H", "H", "H"], "positions_angstrom": [[0.912661, -2.426433, -0.730527], [0.951466, -1.211921, -0.133980], [-0.483754, 2.327029, -0.281969], [0.468412, 1.133710, -0.256633], [-0.145671, -0.273138, -0.151212], [-1.028686, -0.520425, 1.081212], [-1.900673, 0.448955, 1.384136], [1.833249, -3.220953, -0.664061], [0.044859, -2.717975, -1.354031], [1.674298, -1.122062, 0.564665], [-1.437979, 2.019050, -0.691363], [-0.737865, 2.641906, 0.726539], [-0.094715, 3.216875, -0.780140], [1.172140, 1.211790, 0.574607], [1.079901, 1.080310, -1.157221], [-0.646983, -0.539016, -1.091335], [-1.394855, -1.559480, 1.074560], [-0.265801, -0.488222, 1.886754]], "forces_ev_per_angstrom": [[1.0, -1.0, -0.4], [-0.4, -0.4, 0.1], [-0.2, -0.1, 0.6], [0.0, -0.2, 0.0], [0.3, 0.2, -0.7], [0.9, -0.1, -0.2], [-0.5, -0.1, 0.2], [-0.2, 0.1, 0.2], [-0.2, 0.7, 0.3], [0.2, 0.1, -0.1], [-0.2, 0.2, -0.5], [0.1, 0.0, 0.1], [0.1, -0.3, -0.3], [0.1, 0.2, 0.1], [0.0, 0.2, -0.1], [-0.5, 0.4, 0.3], [-0.3, 0.1, 0.1], [-0.2, 0.0, 0.4]]}



[4]
{"formula": "C10H12N3O", "method": "ωB97M-V/def2-TZVPD", "homo_energy_ev": -12.2, "spin_multiplicity": 1, "total_charge": 1, "elements": ["C", "C", "C", "C", "C", "C", "C", "C", "C", "C", "N", "N", "N", "O", "H", "H", "H", "H", "H", "H", "H", "H", "H", "H", "H", "H"], "positions_angstrom": [[-0.573293, -3.002113, 2.063722], [-0.637531, -1.861748, 2.919324], [-0.504307, -2.878504, 0.731367], [-0.524264, -0.625607, 2.282685], [0.130148, -1.526024, -1.271647], [-0.365260, -1.566729, 0.103626], [-0.402894, -0.461680, 0.959865], [-0.375493, 0.888381, 0.373870], [0.293986, 0.925592, -1.403863], [-1.080035, 2.009925, 0.610307], [0.529012, -0.417898, -1.841408], [1.460071, 1.685355, -1.320027], [1.876659, 2.400931, -2.475939], [-0.999008, 3.115132, -0.142797], [-0.632959, -3.883055, 2.666778], [-0.697034, -2.110211, 4.033342], [-0.575349, -3.708458, 0.054031], [-0.412008, 0.216450, 2.934701], [0.361777, -2.458486, -1.641669], [-0.289600, 1.641178, -1.924564], [-1.811516, 2.086504, 1.400012], [0.998048, -0.568458, -2.712551], [2.284804, 1.151122, -1.061777], [1.688711, 1.806507, -3.308348], [1.354055, 3.227350, -2.479273], [-1.096719, 3.914544, 0.450235]], "forces_ev_per_angstrom": [[-0.7, 0.9, 2.8], [0.6, -1.0, -0.8], [0.3, 1.5, -2.4], [0.0, -0.6, 4.2], [-0.9, 2.6, 3.8], [0.2, -1.9, -0.1], [-0.5, 1.9, -3.0], [0.4, -0.4, -4.3], [0.1, 1.1, 5.3], [0.4, -0.9, 0.6], [-1.2, -1.5, -0.7], [2.7, -0.2, 0.2], [0.2, -2.2, -0.6], [0.2, 1.3, 0.5], [0.0, -1.1, -0.7], [0.0, 1.1, -1.7], [0.3, -0.5, 0.0], [-0.3, 0.6, 0.1], [0.5, -1.7, -1.5], [-1.9, -0.6, -1.0], [0.1, -0.2, 0.6], [0.4, 0.3, -0.6], [-0.2, 0.0, 0.6], [0.2, 1.1, 0.4], [-0.8, 1.5, -0.5], [-0.1, -1.2, -1.1]]}